No. 1
C4H10NO5 | wB97M-V/def2-TZVPD

Geometry as XYZ:
```
20
Properties=species:S:1:pos:R:3:lowdin_charge:R:1
O -0.956 0.149 2.803 -0.08
C 0.110 0.384 2.174 -0.71
O 1.156 0.873 2.637 -0.05
C 0.026 0.201 0.645 -0.32
C 1.076 -0.833 0.192 -0.11
C 1.431 -0.791 -1.260 -0.27
O 2.349 -1.452 -1.717 0.00
N -1.352 -0.181 0.212 0.02
H 0.340 1.142 0.181 0.13
H 0.691 -1.818 0.443 0.13
H 1.963 -0.555 0.759 0.12
H 0.849 -0.242 -2.013 0.10
H -2.023 0.583 0.304 0.09
H -1.564 -0.664 1.102 0.07
H -0.923 2.622 -1.249 0.02
H -1.439 1.866 -2.503 0.03
O -1.285 2.742 -2.137 -0.07
H -1.515 -1.184 -1.290 -0.01
H -1.372 -2.367 -2.331 0.02
O -1.323 -1.412 -2.237 -0.12
```

Charge: -1
Frontier orbital gap (Eh): 0.30217
E_tot (Eh): -589.44525
Energy above the lowest of the compared OMol25 structures with the same formula, charge and spin (kJ/mol): 148.1

=====

No. 2
C11H14NOS | wB97M-V/def2-TZVPD

Geometry as XYZ:
```
28
Properties=species:S:1:pos:R:3:lowdin_charge:R:1
C -2.437 0.744 0.442 0.01
C -2.166 -1.505 -0.394 -0.04
C -3.802 0.578 0.317 0.03
C -3.500 -1.618 -0.576 0.02
C -1.629 -0.295 0.033 -0.27
C -4.376 -0.633 -0.135 -0.29
C -0.263 -0.147 0.131 -0.14
C 2.089 0.235 0.338 -0.13
C 2.327 -1.287 0.186 -0.66
C 2.723 -1.710 -1.223 -0.12
C 0.559 2.181 -0.156 0.05
N 0.688 0.697 0.036 -0.11
O -5.680 -0.796 -0.305 0.11
S 0.745 -2.068 0.574 0.95
H -1.938 1.655 0.635 0.10
H -1.489 -2.372 -0.600 0.10
H -4.519 1.288 0.669 0.12
H -3.837 -2.652 -0.709 0.14
H 2.284 0.681 1.364 0.16
H 2.632 0.856 -0.449 0.15
H 3.014 -1.616 0.958 0.10
H 1.995 -1.296 -1.896 0.07
H 2.725 -2.794 -1.128 0.07
H 3.749 -1.329 -1.500 0.11
H 0.936 2.658 0.681 0.09
H -0.427 2.328 -0.627 0.11
H 1.232 2.441 -0.965 0.10
H -6.331 -0.193 0.130 0.16
```

Charge: +1
Frontier orbital gap (Eh): 0.31209
E_tot (Eh): -955.42814
Energy above the lowest of the compared OMol25 structures with the same formula, charge and spin (kJ/mol): 49.2

=====

No. 3
C80H73As2Cl2N6O4P2STl | wB97M-V/def2-TZVPD

Geometry as XYZ:
```
171
Properties=species:S:1:pos:R:3:lowdin_charge:R:1
Tl -0.688 0.544 0.514 0.73
S -1.993 -0.441 -2.985 0.59
C -0.949 -0.520 -4.372 -0.72
C -1.478 -0.994 -5.599 -0.15
C -0.723 -1.077 -6.750 -0.12
C 0.614 -0.678 -6.742 -0.12
C 1.151 -0.199 -5.561 -0.15
C 0.405 -0.110 -4.384 -0.40
As 1.232 0.587 -2.730 1.34
C 2.998 -0.258 -2.918 -0.40
C 3.162 -1.514 -3.497 -0.12
C 4.422 -2.089 -3.603 -0.10
C 5.538 -1.418 -3.121 -0.11
C 5.380 -0.185 -2.499 -0.10
C 4.119 0.382 -2.386 -0.11
C 1.725 2.361 -3.482 -0.34
C 0.900 3.437 -3.163 -0.11
C 1.104 4.695 -3.717 -0.09
C 2.159 4.905 -4.591 -0.11
C 3.008 3.848 -4.900 -0.11
C 2.792 2.592 -4.352 -0.12
H -2.516 -1.303 -5.597 0.08
H -1.176 -1.449 -7.663 0.09
H 1.222 -0.743 -7.637 0.08
H 2.190 0.103 -5.556 0.08
H 2.297 -2.036 -3.892 0.08
H 4.530 -3.062 -4.069 0.10
H 6.524 -1.860 -3.211 0.09
H 6.237 0.334 -2.085 0.09
H 4.008 1.342 -1.889 0.09
H 0.083 3.298 -2.468 0.07
H 0.441 5.506 -3.439 0.10
H 2.330 5.886 -5.020 0.09
H 3.845 4.003 -5.571 0.09
H 3.473 1.792 -4.611 0.09
Cl 0.682 -2.484 8.386 0.58
C 0.584 -1.736 6.801 -0.69
C 1.493 -0.719 6.463 -0.16
C 1.415 -0.122 5.240 -0.58
Cl 2.600 1.069 4.822 0.71
C 0.406 -0.433 4.232 -0.46
O 0.322 0.217 3.175 -0.15
C -0.409 -1.566 4.602 -0.13
C -1.296 -2.230 3.674 -0.24
O -1.434 -1.996 2.485 -0.14
C -0.325 -2.158 5.879 -0.10
H 2.262 -0.416 7.162 0.09
H -1.853 -3.088 4.121 0.12
H -0.986 -2.988 6.108 0.10
N -3.493 4.101 1.203 0.12
C -3.395 3.725 -0.145 -0.32
C -4.195 4.418 -1.050 -0.04
C -4.022 4.183 -2.401 -0.09
C -3.063 3.272 -2.805 -0.06
C -2.331 2.632 -1.817 -0.20
N -2.496 2.826 -0.512 0.12
C -3.012 3.431 2.311 -0.31
C -2.621 4.179 3.431 -0.02
C -2.235 3.507 4.571 -0.09
C -2.248 2.116 4.583 -0.07
C -2.651 1.473 3.425 -0.16
N -3.022 2.103 2.311 0.12
H -3.516 5.101 1.308 0.13
H -4.935 5.123 -0.690 0.10
H -4.645 4.692 -3.128 0.10
H -2.889 3.026 -3.843 0.11
H -1.572 1.908 -2.090 -0.01
H -2.607 5.262 3.389 0.10
H -1.912 4.063 5.444 0.10
H -1.930 1.545 5.445 0.10
H -2.672 0.389 3.369 0.07
N -3.154 -2.244 -0.363 -0.38
P -3.710 -1.007 0.750 0.95
C -5.024 -1.994 1.623 -0.37
C -5.156 -1.873 3.000 -0.11
C -6.127 -2.595 3.689 -0.10
C -6.974 -3.444 2.997 -0.11
C -6.852 -3.568 1.614 -0.09
C -5.885 -2.847 0.935 -0.09
C -4.872 -0.066 -0.327 -0.35
C -5.638 0.893 0.342 -0.12
C -6.518 1.709 -0.345 -0.10
C -6.634 1.595 -1.727 -0.11
C -5.867 0.661 -2.402 -0.09
C -4.991 -0.169 -1.708 -0.12
P -1.541 -2.956 -0.210 0.97
C -1.863 -4.543 0.694 -0.34
C -2.722 -4.605 1.790 -0.10
C -2.885 -5.781 2.509 -0.09
C -2.167 -6.917 2.164 -0.11
C -1.282 -6.863 1.096 -0.10
C -1.132 -5.690 0.371 -0.11
C -1.446 -3.656 -1.908 -0.40
C -0.371 -3.288 -2.708 -0.15
C -0.257 -3.768 -4.005 -0.09
C -1.236 -4.606 -4.517 -0.09
C -2.328 -4.962 -3.731 -0.09
C -2.430 -4.491 -2.431 -0.10
H -3.125 -1.843 -1.304 -0.07
H -4.482 -1.215 3.540 0.09
H -6.215 -2.498 4.765 0.09
H -7.727 -4.016 3.527 0.09
H -7.515 -4.230 1.070 0.09
H -5.771 -2.951 -0.138 0.10
H -5.528 1.002 1.417 0.09
H -7.096 2.452 0.191 0.10
H -7.298 2.252 -2.276 0.09
H -5.931 0.579 -3.480 0.10
H -4.392 -0.869 -2.279 0.02
H -3.268 -3.723 2.086 0.07
H -3.574 -5.804 3.346 0.10
H -2.291 -7.837 2.724 0.09
H -0.708 -7.740 0.820 0.09
H -0.445 -5.668 -0.468 0.09
H 0.349 -2.578 -2.318 0.07
H 0.568 -3.453 -4.634 0.10
H -1.161 -4.965 -5.537 0.09
H -3.104 -5.600 -4.137 0.09
H -3.284 -4.756 -1.818 0.11
C 2.764 -4.629 -1.338 -0.18
C 2.343 -4.191 0.063 -0.44
As 2.322 -2.225 0.300 1.23
C 4.283 -1.998 0.271 -0.43
C 4.709 -0.716 0.991 -0.17
C 2.064 -2.209 2.246 -0.43
C 2.955 -3.096 3.110 -0.15
H 2.754 -5.719 -1.431 0.06
H 3.775 -4.282 -1.568 0.05
H 2.100 -4.226 -2.103 0.03
H 3.029 -4.618 0.798 0.05
H 1.339 -4.553 0.303 0.03
H 4.573 -1.944 -0.778 0.02
H 4.769 -2.881 0.698 0.06
H 4.132 0.143 0.638 0.03
H 4.539 -0.788 2.069 0.06
H 5.770 -0.503 0.829 0.06
H 1.016 -2.469 2.393 0.04
H 2.162 -1.163 2.535 0.04
H 2.755 -4.156 2.945 0.06
H 2.768 -2.888 4.168 0.06
H 4.017 -2.922 2.922 0.05
O -0.415 5.167 0.065 0.02
C 0.545 4.421 0.194 -0.58
N 1.869 4.895 0.134 0.14
C 2.740 3.919 0.775 -0.28
C 1.805 2.669 0.640 -0.50
O 2.224 1.525 0.739 -0.04
N 0.547 3.058 0.378 0.10
C 2.926 4.376 2.226 -0.12
C 4.035 5.144 2.579 -0.04
C 4.121 5.738 3.830 -0.10
C 3.093 5.576 4.749 -0.11
C 1.988 4.811 4.405 -0.09
C 1.903 4.212 3.157 -0.02
C 4.031 3.624 0.053 -0.16
C 4.944 2.739 0.627 -0.04
C 6.105 2.392 -0.046 -0.10
C 6.368 2.919 -1.306 -0.12
C 5.452 3.781 -1.890 -0.09
C 4.287 4.128 -1.215 -0.02
H 2.006 5.873 0.335 0.14
H 4.839 5.278 1.864 0.11
H 4.992 6.329 4.086 0.09
H 3.158 6.036 5.728 0.09
H 1.187 4.662 5.120 0.10
H 1.038 3.608 2.909 0.12
H 4.722 2.304 1.594 0.13
H 6.798 1.692 0.405 0.10
H 7.276 2.651 -1.832 0.09
H 5.626 4.168 -2.887 0.10
H 3.552 4.771 -1.683 0.10
```

Charge: -2
Frontier orbital gap (Eh): 0.22408
E_tot (Eh): -10367.37328

=====

No. 4
C2H7Br2N2 | wB97M-V/def2-TZVPD

Geometry as XYZ:
```
13
Properties=species:S:1:pos:R:3:lowdin_charge:R:1
C -0.143 -0.130 1.301 -0.04
C -0.120 0.699 -1.284 -1.24
N 0.990 -1.044 1.420 0.10
N -1.437 0.756 -1.725 0.01
Br 0.910 -0.781 -1.824 0.76
Br 0.880 2.318 -1.168 0.71
H -1.076 -0.445 0.888 0.05
H -0.061 0.781 1.905 0.08
H 0.681 -1.964 1.715 0.17
H 1.607 -0.620 2.101 0.16
H -1.859 1.650 -1.857 0.09
H 1.540 -1.143 0.584 0.05
H -1.910 -0.078 -2.057 0.11
```

Charge: +1
Frontier orbital gap (alpha / beta) (Eh): 0.33350 / 0.24993
E_tot (Eh): -5337.57250
Energy above the lowest of the compared OMol25 structures with the same formula, charge and spin (kJ/mol): 231.6

=====

No. 5
C9H32F3HfNO12S | wB97M-V/def2-TZVPD

Geometry as XYZ:
```
59
Properties=species:S:1:pos:R:3:lowdin_charge:R:1
Hf -2.232 -3.355 2.752 2.17
C -3.317 -1.780 -0.794 -0.07
C -1.938 -1.509 -0.192 -0.30
O -1.626 -2.364 0.896 -0.32
H -3.403 -1.100 -1.638 0.10
H -4.073 -1.565 -0.030 0.07
H -3.518 -2.826 -1.029 0.06
H -1.736 -0.449 -0.018 0.12
H -1.291 -1.660 -1.070 0.11
C -2.829 1.313 2.654 -0.66
F -3.443 0.718 1.623 0.13
F -1.684 1.815 2.210 0.16
F -3.561 2.276 3.145 0.21
S -2.450 0.065 4.032 0.56
O -1.427 0.656 4.815 -0.20
O -3.715 -0.166 4.662 -0.26
O -2.004 -1.205 3.321 -0.50
C 7.805 2.393 -0.151 -0.10
O 6.586 2.958 0.277 -0.18
C 6.156 4.085 -0.440 -0.23
C 4.921 4.750 0.176 -0.16
N 3.616 4.160 -0.127 0.01
C 3.446 3.694 -1.492 -0.19
C 1.935 3.652 -1.769 -0.22
O 1.185 2.886 -0.861 -0.17
C 1.429 1.503 -1.031 -0.11
H 8.526 3.067 -0.610 0.09
H 7.623 1.513 -0.781 0.09
H 8.239 1.900 0.722 0.09
H 5.958 3.780 -1.474 0.11
H 6.943 4.846 -0.460 0.13
H 4.873 5.778 -0.198 0.13
H 5.026 4.808 1.258 0.13
H 3.505 3.379 0.515 0.13
H 3.921 2.722 -1.684 0.13
H 3.949 4.415 -2.137 0.13
H 1.706 3.317 -2.790 0.12
H 1.604 4.691 -1.795 0.13
H 1.257 1.159 -2.048 0.10
H 0.703 1.016 -0.357 0.07
H 2.278 1.195 -0.406 0.09
O -5.851 -1.804 -3.231 -0.04
H -6.227 -1.777 -2.343 0.03
H -4.945 -2.099 -3.108 0.00
O -0.798 -4.894 1.645 -0.10
H 0.168 -4.823 1.753 0.12
H -0.943 -5.748 1.206 0.12
O -3.477 -4.606 1.170 -0.14
H -4.153 -5.267 1.386 0.11
H -3.332 -4.688 0.190 0.05
O -3.835 -5.706 -1.192 -0.03
H -4.707 -5.313 -1.044 0.07
H -3.835 -5.913 -2.136 0.10
O 1.399 -3.511 -1.559 -0.04
H 1.121 -4.404 -1.786 0.04
H 0.585 -2.998 -1.522 0.01
O -6.914 -0.989 0.635 -0.04
H -6.356 -0.285 0.984 0.03
H -6.844 -1.705 1.274 0.02
```

Charge: +2
Frontier orbital gap (Eh): 0.05147
E_tot (Eh): -2064.73324

=====

No. 6
C5H7FOS | wB97M-V/def2-TZVPD

Geometry as XYZ:
```
15
Properties=species:S:1:pos:R:3:lowdin_charge:R:1
C -2.143 0.284 -0.883 -0.43
S -1.010 1.120 0.431 0.83
C 0.502 0.116 0.051 -0.52
C 1.269 -0.317 1.059 -0.08
C 1.041 0.231 2.429 -0.26
O 1.962 0.261 3.274 0.01
C 0.757 -0.273 -1.329 -0.19
F 1.853 -1.230 -1.563 -0.09
H -1.833 -0.974 -0.953 0.10
H -3.281 0.392 -0.255 0.10
H -2.247 0.605 -1.989 0.04
H 2.272 -0.929 0.976 0.17
H 0.177 0.835 2.605 0.06
H -0.287 -0.676 -1.830 0.12
H 0.969 0.553 -2.023 0.13
```

Frontier orbital gap (Eh): 0.33963
E_tot (Eh): -767.87858
SMILES: CS/C(=C\C=O)CF
Energy above the lowest of the compared OMol25 structures with the same formula, charge and spin (kJ/mol): 293.0

=====

No. 7
C32H28N3O6S | wB97M-V/def2-TZVPD

Geometry as XYZ:
```
70
Properties=species:S:1:pos:R:3:lowdin_charge:R:1
C -3.397 4.649 -0.585 -0.09
C -3.469 3.877 0.701 -0.20
O -2.380 2.921 0.880 -0.05
C -2.011 2.074 -0.111 -0.47
O -2.571 1.955 -1.191 0.06
C -0.872 1.213 0.361 -0.31
N -0.304 0.444 -0.521 0.11
C 0.244 0.534 -1.697 -0.20
C 0.672 -0.723 -2.352 -0.18
C 1.991 -0.855 -2.823 -0.05
C 2.405 -2.040 -3.425 -0.10
C 1.502 -3.095 -3.576 -0.12
C 0.184 -2.955 -3.129 -0.10
C -0.228 -1.783 -2.499 -0.03
C 0.552 1.796 -2.393 -0.14
C 0.841 1.760 -3.778 -0.05
C 1.302 2.884 -4.455 -0.10
C 1.417 4.097 -3.767 -0.12
C 1.056 4.173 -2.416 -0.09
C 0.629 3.033 -1.728 -0.02
C -0.760 1.176 1.736 -0.22
C -1.830 0.411 2.528 -0.05
N -2.960 -0.184 2.108 -0.24
O -3.840 -0.584 2.869 0.00
O -3.161 -0.538 0.785 0.09
C -1.254 0.007 3.775 -0.09
C -1.786 -0.730 4.838 -0.02
C -0.909 -1.407 5.689 -0.10
C 0.483 -1.344 5.494 -0.08
C 1.019 -0.594 4.452 -0.03
C 0.150 0.061 3.606 -0.19
N 0.438 0.602 2.353 -0.11
S 1.916 0.417 1.573 0.72
O 2.945 0.345 2.570 -0.28
O 1.975 1.439 0.570 -0.25
C 1.657 -1.215 0.894 -0.25
C 2.784 -1.904 0.432 -0.05
C 2.646 -3.218 -0.002 -0.05
C 1.405 -3.861 0.029 -0.28
C 1.275 -5.264 -0.482 -0.05
C 0.289 -3.152 0.485 -0.02
C 0.413 -1.842 0.936 -0.04
H -4.032 5.534 -0.506 0.07
H -2.378 4.979 -0.816 0.08
H -3.764 4.017 -1.398 0.07
H -3.360 4.537 1.565 0.11
H -4.409 3.319 0.777 0.12
H 2.672 -0.007 -2.725 0.13
H 3.438 -2.141 -3.762 0.10
H 1.837 -4.036 -4.021 0.09
H -0.528 -3.768 -3.258 0.10
H -1.255 -1.653 -2.150 0.12
H 0.719 0.822 -4.326 0.11
H 1.570 2.792 -5.511 0.09
H 1.796 4.974 -4.293 0.09
H 1.125 5.125 -1.887 0.10
H 0.397 3.097 -0.666 0.11
H -0.781 2.215 2.120 0.17
H -2.408 -0.276 0.208 0.10
H -2.863 -0.759 4.977 0.10
H -1.309 -1.996 6.519 0.09
H 1.163 -1.874 6.158 0.10
H 2.082 -0.512 4.290 0.09
H 3.743 -1.389 0.410 0.12
H 3.517 -3.759 -0.375 0.11
H 0.350 -5.721 -0.119 0.08
H 1.249 -5.283 -1.580 0.07
H 2.126 -5.876 -0.160 0.08
H -0.694 -3.628 0.470 0.12
H -0.459 -1.315 1.322 0.11
```

Charge: -1
Frontier orbital gap (Eh): 0.20212
E_tot (Eh): -2249.98502
SMILES: CCO/C([O-])=C(/N=C(c1ccccc1)c1ccccc1)[C@H]1/C(=[N+](/[O-])O)c2ccccc2N1S(=O)(=O)c1ccc(C)cc1

=====

No. 8
C7H15F2NO2S | wB97M-V/def2-TZVPD

Geometry as XYZ:
```
28
Properties=species:S:1:pos:R:3:lowdin_charge:R:1
C -2.664 -0.273 2.131 -0.10
C -2.218 0.160 0.724 -0.24
C -1.817 -1.082 -0.113 -0.20
C -0.673 -0.848 -1.093 -0.18
N 0.725 -1.072 -0.656 -0.21
C 1.689 -0.084 -1.176 -0.19
C 1.640 1.284 -0.502 -0.15
C 2.558 2.296 -1.197 -0.19
F 2.871 1.921 -2.497 -0.05
S 0.953 -1.494 0.896 0.56
O 0.525 -2.798 1.148 -0.21
O 0.592 -0.505 1.831 -0.23
F 2.505 -1.536 0.911 -0.12
H -1.835 -0.307 2.824 0.06
H -3.178 -1.229 2.103 0.07
H -3.400 0.448 2.482 0.07
H -3.075 0.641 0.263 0.10
H -1.370 0.833 0.804 0.09
H -1.717 -1.957 0.519 0.09
H -2.689 -1.285 -0.732 0.11
H -0.763 0.171 -1.463 0.12
H -0.843 -1.476 -1.965 0.12
H 1.469 0.049 -2.229 0.13
H 2.689 -0.497 -1.119 0.12
H 1.888 1.260 0.553 0.11
H 0.623 1.668 -0.582 0.10
H 3.465 2.457 -0.620 0.12
H 2.048 3.258 -1.245 0.11
```

Frontier orbital gap (Eh): 0.39528
E_tot (Eh): -1078.84173
SMILES: CCCCN(CCCF)S(=O)(=O)F

=====

No. 9
CH3N5O | wB97M-V/def2-TZVPD

Geometry as XYZ:
```
10
Properties=species:S:1:pos:R:3:lowdin_charge:R:1
H -0.086 2.514 0.066 0.05
N -0.558 1.630 -0.074 0.15
C 0.287 0.684 -0.133 -0.47
N 1.699 0.720 0.035 0.09
N 2.136 -0.434 0.059 0.05
O 1.135 -1.355 -0.089 -0.03
N -0.043 -0.633 -0.406 -0.13
N -1.161 -1.195 0.169 0.09
H -1.530 -0.614 0.923 0.10
H -1.879 -1.317 -0.550 0.11
```

Frontier orbital gap (Eh): 0.35648
E_tot (Eh): -388.78363
SMILES: [H]/N=c1\nnon1N
Energy above the lowest of the compared OMol25 structures with the same formula, charge and spin (kJ/mol): 226.0

=====

What is the formula in the eighth record?
C7H15F2NO2S

=====

Which of these has the lowest E_tot?
C80H73As2Cl2N6O4P2STl

=====

E_tot of number 9 (CH3N5O)?
-388.78363 Eh

=====

Look up the E_tot of the third one.
-10367.37328 Eh